Entry from the OMol25 dataset: a structure of composition C5H12N2O2 (ωB97M-V with the def2-TZVPD basis set).

Last column: Löwdin charge in e.
Cartesian coordinates (Å):
C1 0.2107 0.7446 1.4344  -0.329
C2 1.7467 -0.6239 -0.9612  -0.173
C3 -2.3627 -1.4395 -0.2443  -0.116
C4 1.2029 0.3181 -2.0114  -0.183
N1 -1.1281 -0.7270 -0.0369  0.031
C5 -0.9407 -0.0826 1.0234  -0.530
N2 0.3202 2.0354 1.0114  0.205
O1 0.9197 0.4861 2.5490  0.110
O2 -1.5451 0.3784 2.0676  0.024
H1 0.6547 -0.3849 2.8925  0.145
H2 1.5779 -0.1151 0.0983  0.072
H3 0.5019 2.7274 1.7243  0.126
H4 -0.3013 2.3163 0.2705  0.126
H5 1.1878 -1.5506 -0.9323  0.051
H6 2.7968 -0.8493 -1.1208  0.059
H7 -2.7968 -1.1056 -1.1886  0.073
H8 -3.0837 -1.2935 0.5668  0.074
H9 -2.1396 -2.5034 -0.3563  0.073
H10 1.6762 1.2958 -1.9246  0.058
H11 1.3651 -0.0927 -3.0103  0.064
H12 0.1373 0.4658 -1.8514  0.039

Calculated values
- Largest force on an atom: 2.715 eV/A
- Energy above the lowest of the compared OMol25 structures with the same formula, charge and spin: 71.9 kcal per mole
- LUMO energy: 0.6 eV
- Frontier orbital gap: 0.3523 hartree

=====

Entry from the OMol25 dataset: a cluster of 2 separate species, C4H12 in total (ωB97M-V with the def2-TZVPD basis set).

Last column: Löwdin charge in e.
Cartesian coordinates (Å):
C1 -2.8523 -0.0007 0.7383  -0.176
C2 -1.9045 0.5669 -0.3150  -0.189
H1 -3.4185 -0.8820 0.3740  0.070
H2 -2.1942 -0.5919 1.3491  0.049
H3 -3.5272 0.6432 1.2230  0.048
H4 -1.1942 1.3557 0.1311  0.075
H5 -2.5708 1.2552 -0.9081  0.069
H6 -1.1350 -0.0400 -0.8471  0.049
C3 1.6774 0.0356 -0.1874  -0.203
C4 3.0359 -0.6262 -0.2657  -0.204
H7 0.8051 -0.6455 -0.3223  0.045
H8 1.5683 0.6920 0.8161  0.108
H9 1.6791 0.9020 -0.9574  0.085
H10 3.8188 0.0863 -0.3310  0.047
H11 3.1246 -1.4555 -0.9875  0.071
H12 3.3054 -1.1730 0.6383  0.056

Calculated values
- Largest force on an atom: 4.041 eV/A
- Energy above the lowest of the compared OMol25 structures with the same formula, charge and spin: 27.3 kcal per mole
- LUMO energy: 1.1 eV
- SMILES: CC.CC
- Frontier orbital gap: 0.4398 hartree

=====

Entry from the OMol25 dataset: the ion C6H11N2O with charge +1 (ωB97M-V with the def2-TZVPD basis set).

Last column: Löwdin charge in e.
Cartesian coordinates (Å):
C1 -3.7472 -0.6213 -0.2534  -0.049
C2 -2.3615 -0.9899 0.0561  0.020
C3 -1.2457 -0.0809 -0.0899  -0.056
C4 0.0186 -0.4853 0.1156  -0.051
N1 1.0645 0.3643 -0.0979  0.125
C5 2.4344 0.0155 0.0961  -0.249
C6 3.3894 1.2150 -0.0330  0.004
N2 2.8267 -1.2470 0.1967  -0.064
O1 2.0242 -2.2572 0.0618  -0.119
H1 -3.7224 0.1921 -0.9012  0.068
H2 -4.1144 -1.4741 -0.7355  0.080
H3 -4.4855 -0.5450 0.6072  0.146
H4 -2.2003 -1.8540 0.7302  0.140
H5 -1.3014 0.7463 -0.7375  0.108
H6 0.3377 -1.4843 0.5948  0.164
H7 0.8032 1.3938 -0.3506  0.216
H8 3.0772 2.0137 0.5294  0.036
H9 3.1483 1.6452 -1.1377  0.150
H10 4.4519 1.0094 0.2084  0.101
H11 3.8607 -1.3637 0.5555  0.231

Calculated values
- Largest force on an atom: 5.287 eV/A
- Energy above the lowest of the compared OMol25 structures with the same formula, charge and spin: 114.1 kcal per mole
- Charge: +1
- LUMO energy (alpha / beta): -5.4 / -5.4 eV
- SMILES: C/C=C/C=[NH+]/C(C)=[NH+]\[O-]
- Frontier orbital gap (alpha / beta): 0.2567 / 0.2565 hartree

=====

Entry from the OMol25 dataset: a cluster of 8 separate species, C16H24N8 in total (ωB97M-V with the def2-TZVPD basis set).

Last column: Löwdin charge in e.
Cartesian coordinates (Å):
C1 -0.2732 -0.3846 0.2801  -0.117
C2 0.3515 -1.6050 -0.0562  -0.356
N1 0.8338 -2.5933 -0.4175  0.140
H1 0.2905 0.4694 -0.0954  0.050
H2 -0.1145 -0.3971 1.3584  0.074
H3 -1.3318 -0.4219 0.0232  0.027
C3 -3.5739 1.7775 -1.2584  -0.069
C4 -4.3309 2.8156 -0.6257  -0.294
N2 -5.0211 3.6072 -0.1192  0.133
H4 -3.0801 2.1989 -2.1339  0.090
H5 -4.1780 0.8981 -1.4817  0.091
H6 -2.8317 1.5276 -0.5003  0.060
C5 -4.9660 1.6663 2.8584  -0.054
C6 -3.6880 0.9150 2.6488  -0.253
N3 -2.6879 0.3883 2.4693  0.139
H7 -5.6576 0.8672 3.1255  0.079
H8 -5.2928 2.1534 1.9397  0.039
H9 -4.9415 2.3910 3.6722  0.083
C7 3.4711 -0.2685 2.1757  -0.084
C8 4.0329 -1.2280 3.2011  -0.277
N4 4.3746 -2.0112 3.9425  0.117
H10 4.0777 0.5940 1.8999  0.064
H11 2.4946 0.1324 2.4475  0.048
H12 3.4247 -0.9415 1.3195  0.034
C9 4.2830 -3.9077 0.3523  -0.085
C10 4.9426 -5.1700 0.4493  -0.296
N5 5.4245 -6.2285 0.5342  0.114
H13 4.8254 -3.3218 -0.3896  0.081
H14 4.4150 -3.2987 1.2466  0.061
H15 3.3019 -4.0501 -0.1007  0.072
C11 -2.5901 -2.9712 -3.9777  -0.054
C12 -2.4263 -2.3331 -2.6974  -0.272
N6 -2.2684 -1.8089 -1.7032  0.171
H16 -3.4297 -2.3908 -4.3601  0.086
H17 -2.7318 -4.0480 -3.8853  0.094
H18 -1.7227 -2.7205 -4.5884  0.090
C13 2.3690 1.6846 -2.5473  -0.056
C14 2.6123 0.4428 -1.8416  -0.285
N7 2.8490 -0.5130 -1.2645  0.166
H19 1.5242 1.5255 -3.2175  0.085
H20 3.3411 1.8964 -2.9924  0.091
H21 2.0604 2.4181 -1.8025  0.060
C15 -0.0854 4.0429 0.9025  -0.041
C16 1.0832 3.1066 1.0402  -0.236
N8 1.9668 2.3581 1.1173  0.158
H22 -0.0630 4.8148 0.1333  0.086
H23 -0.0376 4.4216 1.9235  0.079
H24 -1.0260 3.5000 0.9950  0.069

Calculated values
- Largest force on an atom: 3.841 eV/A
- Energy above the lowest of the compared OMol25 structures with the same formula, charge and spin: 40.3 kcal per mole
- LUMO energy: -0.1 eV
- SMILES: CC#N.CC#N.CC#N.CC#N.CC#N.CC#N.CC#N.CC#N
- Frontier orbital gap: 0.3838 hartree

=====

Entry from the OMol25 dataset: the molecule C4H4O (ωB97M-V with the def2-TZVPD basis set).

Last column: Löwdin charge in e.
Cartesian coordinates (Å):
C1 -1.8238 -1.2426 -0.2741  0.096
C2 -1.1340 -0.3430 -0.8155  -0.154
C3 1.3953 0.2532 0.9759  -0.038
C4 -0.1128 0.5578 -1.0457  -0.123
O1 0.9672 0.7634 -0.1402  -0.126
H1 -2.7961 -1.5797 0.1528  0.043
H2 2.3610 0.8065 1.2982  0.098
H3 0.9008 -0.3420 1.7898  0.084
H4 0.2423 1.1264 -1.9412  0.122

Calculated values
- Largest force on an atom: 2.803 eV/A
- Energy above the lowest of the compared OMol25 structures with the same formula, charge and spin: 121.3 kcal per mole
- LUMO energy (alpha / beta): -0.5 / 0.5 eV
- Frontier orbital gap (alpha / beta): 0.2612 / 0.3082 hartree

=====

Entry from the OMol25 dataset: a structure of composition C26H30BBr4F4N4O2PdSe2 (ωB97M-V with the def2-TZVPD basis set).

Last column: Löwdin charge in e.
Cartesian coordinates (Å):
Pd1 -0.2208 0.5841 0.0268  0.392
Br1 -7.0616 -1.6364 -1.1219  0.823
C1 -5.3218 -1.0179 -1.3704  -0.704
C2 -5.0527 -0.1112 -2.5426  -0.708
Br2 -6.4881 0.3582 -3.6353  0.821
C3 -3.8160 0.3587 -2.8138  -0.668
Br3 -3.3683 1.4705 -4.2322  0.880
C4 -2.6855 -0.0050 -1.9403  -0.318
O1 -1.5324 0.3163 -2.1483  0.016
C5 -2.9837 -0.8684 -0.6852  -0.317
O2 -2.0771 -1.0886 0.0962  0.022
C6 -4.3498 -1.3802 -0.5074  -0.657
Br4 -4.5809 -2.4686 0.9870  0.887
F1 -2.6490 3.7221 1.3707  0.182
B1 -1.8303 2.7420 0.8989  -1.279
F2 -2.3973 1.4373 1.1337  0.056
F3 -0.5650 2.7727 1.5332  0.049
F4 -1.6257 2.7904 -0.4977  0.084
C7 0.7112 -6.5706 0.2655  -0.105
C8 1.7380 -5.6408 0.8989  -0.254
C9 1.1358 -4.6505 1.8927  -0.183
C10 0.1468 -3.7013 1.2316  -0.156
N1 -0.3917 -2.7336 2.1802  -0.006
C11 -0.0445 -1.4419 2.3114  -0.576
Se1 1.3458 -0.6220 1.3244  0.789
N2 -0.8287 -0.8630 3.2325  0.012
C12 -0.7254 0.4996 3.7665  -0.132
C13 -0.1825 0.4995 5.1862  -0.177
C14 1.2401 -0.0381 5.2875  -0.266
C15 1.7894 0.0537 6.7026  -0.104
C16 -1.7312 -1.8047 3.6946  -0.138
C17 -2.7883 -1.7048 4.5972  0.013
C18 -3.5142 -2.8542 4.8219  -0.063
C19 -3.2069 -4.0647 4.1751  -0.072
C20 -2.1705 -4.1619 3.2720  -0.010
C21 -1.4412 -2.9978 3.0401  -0.154
H1 1.1969 -7.3397 -0.3331  0.076
H2 0.0226 -6.0415 -0.3942  0.068
H3 0.1184 -7.0774 1.0295  0.078
H4 2.2735 -5.0896 0.1206  0.110
H5 2.4897 -6.2351 1.4212  0.111
H6 1.9273 -4.0523 2.3520  0.117
H7 0.6417 -5.1935 2.7033  0.115
H8 -0.7110 -4.2219 0.8050  0.128
H9 0.6274 -3.1334 0.4340  0.095
H10 -1.7131 0.9500 3.6821  0.137
H11 -0.0694 1.0496 3.0955  0.080
H12 -0.8385 -0.0734 5.8472  0.110
H13 -0.2180 1.5329 5.5401  0.130
H14 1.8822 0.5151 4.5950  0.105
H15 1.2614 -1.0825 4.9570  0.105
H16 1.8085 1.0877 7.0486  0.077
H17 2.8048 -0.3354 6.7647  0.073
H18 1.1737 -0.5153 7.4003  0.077
H19 -3.0336 -0.7746 5.0880  0.123
H20 -4.3448 -2.8266 5.5130  0.114
H21 -3.8021 -4.9403 4.3934  0.113
H22 -1.9439 -5.0890 2.7658  0.118
C22 1.8471 4.0349 0.4010  0.018
N3 2.9458 3.0883 0.2210  -0.096
C23 4.2049 3.2548 0.7292  -0.011
C24 4.9449 2.1869 0.3364  -0.013
N4 4.1196 1.3822 -0.4020  -0.119
C25 4.5125 0.1147 -1.0080  -0.013
C26 2.8945 1.9382 -0.4667  -0.644
Se2 1.4674 1.2492 -1.4763  0.823
H23 2.2791 4.9888 0.6861  0.102
H24 1.1632 3.6703 1.1662  0.086
H25 1.3032 4.1271 -0.5373  0.095
H26 4.4662 4.1152 1.3174  0.136
H27 5.9744 1.9354 0.5111  0.134
H28 5.5919 0.0292 -0.9250  0.100
H29 4.2194 0.1013 -2.0540  0.085
H30 4.0295 -0.7088 -0.4849  0.079

Calculated values
- Largest force on an atom: 0.871 eV/A
- Energy above the lowest of the compared OMol25 structures with the same formula, charge and spin: 13.6 kcal per mole
- Charge: +1
- LUMO energy: -4.7 eV
- Frontier orbital gap: 0.2354 hartree

=====

Entry from the OMol25 dataset: a structure of composition C49H42As2N7O2RbS2 (ωB97M-V with the def2-TZVPD basis set).

Last column: Löwdin charge in e.
Cartesian coordinates (Å):
Rb1 0.9538 0.4855 0.4958  0.848
C1 3.0073 0.8923 -4.3445  -0.053
C2 3.4282 2.1928 -4.5142  -0.062
C3 3.2852 3.0869 -3.4595  -0.023
C4 2.7426 2.6323 -2.2683  -0.205
N1 2.3505 1.3689 -2.0928  0.108
C5 2.4684 0.5293 -3.1154  -0.118
C6 2.5152 3.5951 -1.1189  -0.198
C7 3.2073 4.7935 -1.0207  -0.025
C8 2.8684 5.6600 0.0085  -0.061
C9 1.8668 5.3055 0.8919  -0.015
C10 1.2513 4.0659 0.7504  -0.183
N2 1.5898 3.2372 -0.2393  0.122
C11 0.1546 3.5957 1.6747  -0.235
C12 -0.0551 4.1629 2.9224  -0.026
C13 -1.0896 3.6627 3.7015  -0.070
C14 -1.8729 2.6369 3.2098  -0.040
C15 -1.5927 2.1207 1.9482  -0.142
N3 -0.5917 2.5973 1.2086  0.006
H1 3.0629 0.1568 -5.1359  0.092
H2 3.8465 2.5251 -5.4566  0.102
H3 3.5509 4.1268 -3.5835  0.099
H4 2.1116 -0.4818 -2.9606  0.098
H5 3.9899 5.0483 -1.7207  0.099
H6 3.3776 6.6104 0.1092  0.102
H7 1.5610 5.9796 1.6799  0.101
H8 0.5896 4.9442 3.3017  0.098
H9 -1.2676 4.0683 4.6902  0.099
H10 -2.6864 2.2176 3.7865  0.106
H11 -2.1802 1.3202 1.5061  0.056
C16 -0.0499 -1.9005 -1.2252  -0.505
C17 0.9774 -3.0178 -1.1110  -0.442
As1 2.2121 -2.8432 0.4218  1.352
C18 3.5923 -1.6966 -0.4288  -0.381
C19 4.1219 -2.0435 -1.6734  -0.123
C20 5.1306 -1.2898 -2.2519  -0.103
C21 5.6272 -0.1716 -1.5891  -0.104
C22 5.1124 0.1766 -0.3521  -0.088
C23 4.0969 -0.5765 0.2371  -0.132
C24 3.1828 -4.5274 0.0921  -0.390
C25 2.7084 -5.5624 -0.7099  -0.101
C26 3.4341 -6.7433 -0.8497  -0.099
C27 4.6449 -6.9046 -0.1965  -0.118
C28 5.1279 -5.8767 0.6052  -0.106
C29 4.4011 -4.7052 0.7497  -0.125
As2 -1.4798 -2.0921 -2.5972  1.342
C30 -0.1717 -2.4601 -4.0803  -0.369
C31 0.1046 -1.3711 -4.9065  -0.133
C32 1.0346 -1.4611 -5.9390  -0.127
C33 1.7066 -2.6526 -6.1672  -0.116
C34 1.4359 -3.7532 -5.3602  -0.099
C35 0.5069 -3.6545 -4.3332  -0.125
C36 -1.9705 -3.9575 -2.2593  -0.398
C37 -2.3805 -4.7544 -3.3242  -0.139
C38 -2.8169 -6.0539 -3.1090  -0.103
C39 -2.8628 -6.5696 -1.8204  -0.113
C40 -2.4831 -5.7718 -0.7501  -0.085
C41 -2.0452 -4.4708 -0.9687  -0.115
H12 0.4310 -0.9626 -1.5108  -0.018
H13 -0.5598 -1.7275 -0.2744  -0.019
H14 1.5594 -3.1297 -2.0267  0.044
H15 0.4611 -3.9627 -0.9381  0.039
H16 3.7515 -2.9198 -2.1956  0.100
H17 5.5216 -1.5687 -3.2237  0.098
H18 6.4102 0.4257 -2.0420  0.094
H19 5.4845 1.0514 0.1684  0.104
H20 3.7128 -0.2661 1.2124  0.057
H21 1.7696 -5.4664 -1.2356  0.085
H22 3.0442 -7.5356 -1.4779  0.096
H23 5.2097 -7.8222 -0.3080  0.089
H24 6.0739 -5.9893 1.1223  0.093
H25 4.7931 -3.9122 1.3781  0.100
H26 -0.4224 -0.4363 -4.7424  0.101
H27 1.2232 -0.5977 -6.5672  0.095
H28 2.4288 -2.7290 -6.9716  0.089
H29 1.9524 -4.6913 -5.5290  0.093
H30 0.2976 -4.5251 -3.7216  0.095
H31 -2.3796 -4.3540 -4.3317  0.102
H32 -3.1416 -6.6549 -3.9503  0.091
H33 -3.2124 -7.5813 -1.6502  0.087
H34 -2.5396 -6.1495 0.2637  0.097
H35 -1.7774 -3.8559 -0.1182  0.073
C42 -0.1042 -3.3139 4.1344  -0.030
C43 0.0647 -2.0489 3.3453  -0.341
N4 -0.6866 -1.7132 2.3636  0.038
O1 -1.6391 -2.6953 2.0603  -0.130
C44 1.1166 -1.0787 3.7253  -0.367
C45 1.3132 -0.7026 5.1608  -0.049
N5 1.7414 -0.5274 2.7412  -0.318
O2 2.5644 0.4793 2.9501  -0.331
H36 -0.5751 -4.0937 3.5431  0.065
H37 -0.7372 -3.1367 5.0095  0.083
H38 0.8663 -3.6576 4.4961  0.075
H39 -2.2407 -2.1947 1.4755  -0.066
H40 0.3717 -0.4144 5.6408  0.072
H41 2.0054 0.1382 5.1903  0.055
H42 1.7334 -1.5222 5.7558  0.064
S1 -3.3560 -1.0904 -0.1170  0.470
C46 -3.8479 0.1672 -1.2246  -1.275
S2 -3.3893 1.8014 -1.0586  0.422
C47 -4.5744 -0.2412 -2.3655  -0.474
C48 -4.9247 -1.5956 -2.6418  -0.344
N6 -5.2546 -2.6767 -2.8916  0.104
C49 -4.9747 0.6826 -3.3796  -0.326
N7 -5.3382 1.3619 -4.2427  0.080

Calculated values
- Largest force on an atom: 0.674 eV/A
- Charge: -2
- LUMO energy: 3.3 eV
- Frontier orbital gap: 0.1654 hartree

=====

Entry from the OMol25 dataset: a cluster of 2 separate species, C3H2ClF2N in total (ωB97M-V with the def2-TZVPD basis set).

Last column: Löwdin charge in e.
Cartesian coordinates (Å):
C1 -1.1923 0.9783 0.1786  -0.247
C2 1.0300 -0.2523 -0.4106  -0.226
C3 -0.4213 -0.2314 0.0238  -0.587
N1 -1.8777 1.8469 0.3868  0.223
F1 1.6300 0.9529 -0.3927  0.017
F2 -0.1664 -0.3277 1.9417  -0.272
Cl1 -1.3891 -1.5672 -0.4570  0.817
H1 1.0249 -0.4457 -1.5503  0.170
H2 1.3618 -0.9538 0.2798  0.106

Calculated values
- Largest force on an atom: 4.266 eV/A
- Energy above the lowest of the compared OMol25 structures with the same formula, charge and spin: 40.3 kcal per mole
- LUMO energy (alpha / beta): -1.7 / -1.7 eV
- Frontier orbital gap (alpha / beta): 0.3894 / 0.3894 hartree